Below is a structure of composition C13H7Cl2O8PbS2, with properties calculated with the ωB97M-V functional and the def2-TZVPD basis.

The calculation puts the orbital gap at 3.2 eV. The calculation puts the HOMO energy at -11.636 eV. The net charge is +1.

CARTESIAN COORDINATES (ANGSTROEM)
Pb: -0.5337 -0.3890 0.5766
Cl: 6.1138 4.5548 -0.4339
C: 5.0387 3.2925 -0.2694
C: 5.5157 1.9874 -0.2115
C: 4.5961 0.9823 -0.0625
Cl: 5.0145 -0.6134 -0.0192
C: 3.0912 1.2849 0.0846
O: 2.3540 0.3658 0.2867
C: 2.6810 2.7064 -0.0400
C: 1.2476 3.1727 0.0276
O: 0.3114 2.4830 0.2946
C: 3.6260 3.6406 -0.2083
H: 6.5749 1.7843 -0.2902
H: 1.1457 4.2488 -0.1964
H: 3.3758 4.6905 -0.3047
O: -4.1572 0.2947 -1.4198
S: -3.0179 -0.4214 -0.9558
O: -1.7168 0.1764 -1.3640
O: -2.8966 -0.5920 0.5215
C: -3.1070 -2.0883 -1.6040
C: -4.3574 -2.4251 -2.0920
C: -4.6443 -3.7109 -2.5358
C: -3.6643 -4.6802 -2.4946
C: -2.4018 -4.3591 -2.0110
C: -2.0991 -3.0844 -1.5632
S: -0.4637 -2.9496 -0.8487
O: 0.1490 -1.6653 -1.2874
O: 0.2851 -4.1006 -1.2308
O: -0.6990 -2.7724 0.6112
H: -5.1164 -1.6568 -2.1310
H: -5.6329 -3.9416 -2.9077
H: -3.8687 -5.6866 -2.8328
H: -1.6248 -5.1096 -1.9854

Mulliken atomic charge list, values in e, 2 entries:
1 Pb 1.079
2 Cl -0.022

---

Below is a structure of composition C56H41Cl4N6OSeZr, with properties calculated with the ωB97M-V functional and the def2-TZVPD basis.

The calculation puts the orbital gap at 5.5 eV. The relative energy (zero: lowest compared OMol25 entry of this formula, charge and spin) comes out at 0.0 kcal per mole. The calculation puts the HOMO energy at -9.758 eV. The net charge is +1.

CARTESIAN COORDINATES (ANGSTROEM)
Zr: 0.3801 0.6934 -0.6429
Cl: -4.3465 8.9165 -0.9512
C: -3.5456 7.3876 -0.8552
C: -2.3894 7.1737 -1.5898
C: -1.7517 5.9459 -1.5100
C: -2.2599 4.9340 -0.7027
C: -3.4219 5.1672 0.0266
C: -4.0682 6.3908 -0.0457
C: -1.5704 3.6119 -0.6197
C: -1.7984 2.7134 -1.6737
C: -2.6401 2.9600 -2.8170
C: -2.5980 1.8521 -3.5968
C: -1.7415 0.8926 -2.9442
C: -1.4741 -0.3991 -3.3986
C: -2.1085 -0.8103 -4.6862
C: -3.4620 -1.1259 -4.7429
C: -4.0451 -1.5223 -5.9359
C: -3.2667 -1.6021 -7.0803
Cl: -3.9876 -2.0984 -8.5711
C: -1.9162 -1.2896 -7.0439
C: -1.3429 -0.8967 -5.8452
C: -0.6892 -1.3755 -2.7499
N: -0.0281 -1.2010 -1.5727
C: 0.5529 -2.3900 -1.2258
C: 1.2839 -2.6400 -0.0531
C: 1.7984 -4.0272 0.1239
C: 2.8118 -4.5190 -0.6949
C: 3.2918 -5.8076 -0.5279
C: 2.7518 -6.6141 0.4635
Cl: 3.3452 -8.2239 0.6733
C: 1.7426 -6.1425 1.2887
C: 1.2727 -4.8507 1.1172
C: 1.5549 -1.7326 0.9821
C: 2.2808 -2.0241 2.1821
C: 2.2784 -0.8991 2.9484
C: 1.5617 0.1090 2.2249
N: 1.1536 -0.4179 1.0290
C: 1.2675 1.4100 2.6878
C: 0.5114 2.3724 2.0180
C: 0.1846 3.6815 2.5268
C: -0.6047 4.2920 1.6108
C: -0.7817 3.3760 0.5135
N: -0.0638 2.2385 0.7765
C: 1.7901 1.7659 4.0391
C: 0.9263 1.8989 5.1222
C: 1.4123 2.2011 6.3845
C: 2.7760 2.3747 6.5646
Cl: 3.3913 2.7460 8.1359
C: 3.6526 2.2543 5.4967
C: 3.1557 1.9489 4.2406
C: 0.2570 -3.3546 -2.2522
C: -0.5066 -2.7302 -3.1873
N: -1.2678 1.4626 -1.7853
H: -1.9953 7.9626 -2.2150
H: -0.8472 5.7728 -2.0804
H: -3.8269 4.3814 0.6526
H: -4.9728 6.5731 0.5173
H: -3.1965 3.8654 -2.9928
H: -3.1111 1.6893 -4.5297
H: -4.0638 -1.0652 -3.8443
H: -5.0960 -1.7713 -5.9823
H: -1.3240 -1.3532 -7.9459
H: -0.2886 -0.6512 -5.8093
H: 3.2329 -3.8854 -1.4655
H: 4.0824 -6.1879 -1.1594
H: 1.3292 -6.7817 2.0567
H: 0.4829 -4.4824 1.7645
H: 2.7315 -2.9715 2.4234
H: 2.7254 -0.7722 3.9197
H: 0.5170 4.0799 3.4703
H: -1.0397 5.2754 1.6713
H: -0.1396 1.7689 4.9777
H: 0.7415 2.3017 7.2262
H: 4.7122 2.4020 5.6513
H: 3.8366 1.8562 3.4032
H: 0.5682 -4.3852 -2.2492
H: -0.9268 -3.1575 -4.0822
C: 3.9031 1.6513 -2.8936
C: 2.9950 2.1375 -1.7708
C: 3.7527 2.2317 -0.4503
C: 2.3386 3.4676 -2.1244
O: 1.9620 1.1588 -1.6166
H: 4.7086 2.3626 -3.0801
H: 3.3262 1.5309 -3.8106
H: 4.3430 0.6909 -2.6253
H: 4.6178 2.8888 -0.5414
H: 4.0971 1.2397 -0.1532
H: 3.0969 2.6310 0.3297
H: 3.0871 4.2477 -2.2651
H: 1.6699 3.7767 -1.3152
H: 1.7632 3.3661 -3.0458
C: -3.1654 -3.5451 0.4785
N: -2.2942 -3.0115 1.5045
C: -1.9154 -1.7235 1.6330
Se: -2.3783 -0.2915 0.5543
N: -1.0653 -1.6621 2.6828
C: -0.8869 -2.9178 3.2414
C: -0.0989 -3.3797 4.2839
C: -0.1536 -4.7363 4.5560
C: -0.9669 -5.5984 3.8141
C: -1.7509 -5.1374 2.7698
C: -1.6913 -3.7781 2.4946
H: -3.2687 -2.7999 -0.3066
H: -4.1476 -3.7773 0.8896
H: -2.7136 -4.4479 0.0696
H: -0.6102 -0.8072 2.9600
H: 0.5299 -2.7124 4.8571
H: 0.4419 -5.1396 5.3632
H: -0.9864 -6.6500 4.0655
H: -2.3800 -5.8058 2.1985

Mulliken atomic charge list, values in e, 2 entries:
1 Zr 0.792
2 Cl -0.195

---

Below is a structure of composition C47H59As2CaF3GeN2O5STe, with properties calculated with the ωB97M-V functional and the def2-TZVPD basis.

The calculation puts the orbital gap (alpha / beta) at 3.7 / 4.0 eV. The relative energy (zero: lowest compared OMol25 entry of this formula, charge and spin) comes out at 21.0 kcal per mole. The calculation puts the HOMO energy (alpha / beta) at -0.049 / -0.365 eV. The net charge is -2.

CARTESIAN COORDINATES (ANGSTROEM)
Ca: -0.2984 -0.7322 -0.0885
C: 2.4240 -0.2619 -3.1090
As: 2.3483 -0.4001 -1.1461
C: 3.6764 0.9743 -0.7436
C: 3.5901 -1.9176 -0.9387
C: 4.6091 -2.1206 -1.8728
C: 5.5460 -3.1271 -1.7099
C: 5.4883 -3.9441 -0.5856
C: 4.4785 -3.7539 0.3438
C: 3.5115 -2.7604 0.1754
As: 2.0433 -2.5644 1.4842
C: 1.4994 -4.4520 1.5005
C: 3.1712 -2.6501 3.0893
H: 3.3215 0.2547 -3.4429
H: 1.5506 0.2942 -3.4500
H: 2.3773 -1.2617 -3.5373
H: 4.6066 0.7750 -1.2763
H: 3.8195 0.9783 0.3350
H: 3.2737 1.9478 -1.0282
H: 4.6771 -1.4766 -2.7414
H: 6.3220 -3.2713 -2.4527
H: 6.2233 -4.7265 -0.4370
H: 4.4439 -4.3933 1.2181
H: 2.3659 -5.1119 1.4475
H: 0.8329 -4.6430 0.6582
H: 0.9451 -4.6452 2.4175
H: 3.5440 -3.6634 3.2421
H: 2.5862 -2.3452 3.9553
H: 4.0049 -1.9587 2.9753
Te: 0.0256 0.7392 2.6099
C: -0.3227 -0.0224 4.6091
C: -1.1756 0.5491 5.5184
C: -1.3745 -0.2258 6.7045
C: -0.6689 -1.3911 6.6859
S: 0.2275 -1.5267 5.2308
H: -1.6328 1.5164 5.3421
H: -2.0140 0.0733 7.5269
H: -0.6199 -2.1638 7.4403
F: -4.6089 -6.4781 1.9520
C: -3.3606 -6.4903 1.3274
F: -3.5798 -7.2132 0.1957
F: -2.6230 -7.2839 2.1646
C: -2.7737 -5.1927 1.0822
C: -2.1215 -4.4585 2.1226
C: -1.5560 -3.2515 1.8423
N: -1.5642 -2.6388 0.6121
C: -2.2737 -3.3206 -0.3568
C: -2.8639 -4.5367 -0.1835
H: -2.0638 -4.8615 3.1278
H: -1.0598 -2.6940 2.6329
H: -2.3607 -2.8219 -1.3170
H: -3.3909 -5.0032 -1.0076
C: 4.1840 1.7250 4.8852
Ge: 2.9003 2.2529 3.4694
C: 1.7023 3.5435 4.3707
C: 4.0160 3.4246 2.3221
C: 2.1074 0.8488 2.4414
H: 4.7230 2.6243 5.2036
H: 4.9101 0.9927 4.5173
H: 3.6676 1.2948 5.7496
H: 2.2276 4.0165 5.2080
H: 0.8028 3.0491 4.7467
H: 1.3919 4.3223 3.6652
H: 4.3928 4.2782 2.8978
H: 3.4181 3.7999 1.4840
H: 4.8708 2.8771 1.9099
H: 2.4874 -0.1046 2.8031
O: 0.1912 -2.2232 -2.1293
C: -0.5492 -1.3774 -2.6777
O: -1.0473 -0.3783 -2.0789
C: -0.8651 -1.5600 -4.1455
C: -1.4809 -0.5443 -4.8554
C: -1.7984 -0.6911 -6.2124
C: -1.4778 -1.8902 -6.7888
O: -1.6889 -2.2868 -8.0841
C: -1.2582 -3.6498 -8.1522
O: -0.6531 -3.9831 -6.9081
C: -0.8647 -2.8990 -6.0824
C: -0.5387 -2.7707 -4.7582
H: -1.7141 0.3703 -4.3255
H: -2.2751 0.0976 -6.7799
H: -0.5297 -3.7610 -8.9537
H: -2.1193 -4.2964 -8.3303
H: -0.0543 -3.5531 -4.1857
C: -0.7049 7.8539 -2.1716
C: -0.4918 6.3972 -1.8510
C: -0.9254 5.8375 -0.6455
C: -0.7200 4.5118 -0.3083
C: -1.1860 4.0117 1.0368
C: -0.0348 3.6388 -1.2223
C: 0.1970 2.2656 -0.9735
O: -0.2293 1.5389 -0.0004
C: 0.4110 4.2154 -2.4653
C: 1.1089 3.3724 -3.5009
C: 0.1769 5.5466 -2.7405
H: -1.4591 8.2916 -1.5129
H: -1.0409 7.9938 -3.2039
H: 0.2132 8.4419 -2.0510
H: -1.4439 6.4742 0.0707
H: -1.7490 4.7928 1.5573
H: -0.3442 3.7130 1.6659
H: -1.8015 3.1155 0.9470
H: 0.7687 1.7502 -1.7464
H: 2.0453 2.9481 -3.1236
H: 1.3411 3.9750 -4.3817
H: 0.4864 2.5274 -3.8168
H: 0.5203 5.9475 -3.6940
C: -5.8473 0.7853 -0.3552
C: -4.9927 1.0617 0.8880
C: -5.6000 0.3808 2.1210
C: -4.8474 2.5703 1.1183
C: -3.6524 0.4868 0.6627
N: -2.6184 0.0206 0.5018
H: -6.8506 1.1908 -0.2011
H: -5.9237 -0.2870 -0.5428
H: -5.4078 1.2563 -1.2361
H: -6.5999 0.7845 2.3018
H: -4.9819 0.5595 3.0025
H: -5.6742 -0.6975 1.9716
H: -5.8383 3.0064 1.2697
H: -4.3750 3.0538 0.2616
H: -4.2331 2.7724 1.9973

Mulliken atomic charge list, values in e, 2 entries:
1 Ca 1.832
2 C -1.682

---

Below is a structure of composition C8H13FNO3Yb, with properties calculated with the ωB97M-V functional and the def2-TZVPD basis.

The calculation puts the orbital gap at 5.4 eV. The calculation puts the HOMO energy at -11.529 eV. The net charge is +1.

CARTESIAN COORDINATES (ANGSTROEM)
C: 3.5976 -1.8126 0.3411
C: 2.9854 -1.1905 -1.0060
O: 3.3972 -1.6961 -2.0937
O: 2.0200 -0.1461 -1.0765
C: 1.7371 0.4452 0.2172
C: 0.9134 1.8466 0.1023
C: -0.6150 1.6889 0.6453
C: -1.5984 1.0086 -0.4362
N: -2.8627 0.6195 0.3093
C: -2.9253 -0.8442 0.5323
C: -3.1916 -1.6893 -0.8372
O: -3.1532 -2.9323 -0.7347
F: -3.4509 -1.0174 -2.0822
H: 4.1653 -0.9676 0.8840
H: 2.7132 -2.1743 0.9808
H: 4.3362 -2.6620 0.1502
H: 2.6828 0.7023 0.8308
H: 1.1228 -0.3199 0.8376
H: 1.4067 2.6103 0.8210
H: 0.9633 2.3081 -0.9424
H: -1.0639 2.7062 0.9856
H: -0.5205 1.0560 1.6109
H: -1.9255 1.8579 -1.1815
H: -1.1082 0.1421 -0.9988
H: -1.9812 -1.2629 1.0545
H: -3.8587 -1.0363 1.1906
Yb: -3.7861 2.7599 -0.1044

Mulliken atomic charge list, values in e, 2 entries:
1 C -0.787
2 C 0.655

---

Below is a cluster of 3 separate species, C10H7BrClNO3 in total, with properties calculated with the ωB97M-V functional and the def2-TZVPD basis.

The calculation puts the orbital gap at 8.0 eV. The relative energy (zero: lowest compared OMol25 entry of this formula, charge and spin) comes out at 11.9 kcal per mole. The calculation puts the HOMO energy at -8.473 eV. The net charge is 0.

CARTESIAN COORDINATES (ANGSTROEM)
C: 2.3281 1.3969 1.3583
C: 2.4290 0.1416 -0.6897
C: 3.5632 0.8403 1.7343
C: 3.8313 -0.1800 -0.5231
C: 1.7240 0.9707 0.1608
C: 4.3581 0.2057 0.7190
C: -0.4531 2.0223 0.0587
C: -4.3306 -4.1379 -1.2702
C: -3.2286 -0.8093 0.0941
C: -3.7762 0.2440 -0.7479
N: 0.4688 1.3592 -0.2389
O: -1.3478 2.7319 0.0603
O: -4.1015 -5.1490 -1.8040
O: -4.5761 -3.1650 -0.7338
Cl: 6.0558 -0.1152 1.0538
Br: -3.5446 -0.5129 1.8659
H: 1.8107 2.0323 2.1421
H: 1.9468 -0.0638 -1.6670
H: 3.9743 1.1189 2.6098
H: 4.5384 -0.5159 -1.1297
H: -4.8435 0.3812 -0.5289
H: -3.6536 -0.0794 -1.7592
H: -3.1730 1.2834 -0.7644

Mulliken atomic charge list, values in e, 2 entries:
1 C -0.201
2 C -0.193

---

Below is a structure of composition C30H28Cl5O2RuSb2, with properties calculated with the ωB97M-V functional and the def2-TZVPD basis.

The calculation puts the orbital gap at 6.7 eV. The calculation puts the HOMO energy at -16.894 eV. The net charge is +3.

CARTESIAN COORDINATES (ANGSTROEM)
Ru: -0.7918 -0.2722 -3.0023
C: -0.7941 -2.2587 0.4593
C: -0.1338 -2.3294 -0.9186
C: 1.2796 -2.9098 -0.9123
Sb: 2.9945 -1.5820 -0.8259
C: 2.2218 -0.2914 -2.3601
C: 2.6495 1.0038 -2.4729
C: 2.2773 1.8206 -3.5733
C: 1.4604 1.3345 -4.5485
C: 0.9716 -0.0009 -4.4585
C: 1.3665 -0.8157 -3.3810
C: 2.3577 -0.2534 0.8031
C: 3.2025 -0.1540 1.8960
C: 3.0302 0.8451 2.8596
C: 2.0153 1.7994 2.7524
C: 1.1330 1.7223 1.7003
C: 1.2479 0.6584 0.7423
Sb: -0.3256 -0.6800 1.8160
C: -2.0159 0.5210 1.8769
C: -2.5606 0.8866 0.6442
C: -3.7277 1.6295 0.6170
C: -4.3393 1.9982 1.8105
C: -3.7951 1.6245 3.0321
C: -2.6246 0.8810 3.0771
C: 0.4944 -1.3147 3.5968
C: 1.0924 -2.5762 3.6317
C: 1.6029 -3.0448 4.8310
C: 1.5173 -2.2586 5.9749
C: 0.9279 -0.9997 5.9314
C: 0.4135 -0.5151 4.7400
H: -0.6053 -3.1794 1.0146
H: -1.8769 -2.1411 0.3797
H: -0.1107 -1.2967 -1.3460
H: -0.7888 -2.9500 -1.5348
H: 1.4623 -3.4676 -1.8334
H: 1.3806 -3.6522 -0.1184
H: 3.3258 1.4275 -1.7369
H: 2.6804 2.8224 -3.6471
H: 1.2123 1.9297 -5.4170
H: 0.5312 -0.4500 -5.3394
H: 1.2419 -1.8899 -3.4814
H: 4.0476 -0.8255 1.9950
H: 3.7239 0.9025 3.6903
H: 1.9377 2.5968 3.4795
H: 0.3341 2.4463 1.5835
H: 0.7222 0.7927 -0.2058
H: -2.0719 0.5888 -0.2807
H: -4.1676 1.9175 -0.3279
H: -5.2543 2.5747 1.7872
H: -4.2869 1.9041 3.9539
H: -2.2241 0.5740 4.0343
H: 1.1571 -3.1981 2.7459
H: 2.0595 -4.0241 4.8772
H: 1.9113 -2.6321 6.9107
H: 0.8641 -0.3983 6.8282
H: -0.0394 0.4683 4.7129
Cl: -1.7180 -2.0070 -4.3568
C: -2.5258 -1.2308 -5.8481
Cl: -4.2406 -1.3063 -5.7058
H: -2.1541 -1.8229 -6.6765
H: -2.1700 -0.2062 -5.8531
Cl: -0.9503 4.2690 -4.5782
C: -1.1214 3.6466 -2.9510
Cl: 0.0620 4.3774 -1.8715
Cl: -2.7650 3.9088 -2.3358
C: -0.9454 2.1318 -2.9609
O: -1.4199 1.4154 -3.9014
O: -0.3654 1.5155 -2.0237

Mulliken atomic charge list, values in e, 2 entries:
1 Ru -0.032
2 C -1.621